The ion C4H10N3O2 with charge +1, computed with ωB97M-V with the def2-TZVPD basis set.

Properties
- highest occupied orbital energy (spin up / spin down) (eV) = -13.419 / -13.185
- charge = +1
- strongest force on any atom (eV Å⁻¹) = 4.87

The geometry in XYZ format:
```
19
C4H10N3O2 (ωB97M-V with the def2-TZVPD basis set)
C -0.97 1.36 -1.01
C 1.19 -2.05 0.38
C -0.89 0.83 0.40
C 0.84 0.36 0.67
N -1.52 -0.33 0.81
N 1.64 1.53 0.47
N 1.33 -0.66 -0.03
O -2.41 -0.93 0.16
O 1.95 2.08 -0.52
H -1.98 1.49 -1.28
H -0.49 2.34 -1.05
H -0.61 0.66 -1.80
H 0.58 -2.71 -0.25
H 2.17 -2.53 0.31
H 0.80 -2.02 1.49
H -0.92 1.50 1.25
H 0.80 0.10 1.74
H 1.51 -0.57 -1.09
H -3.02 -0.45 -0.64
```

A structure of composition C38H67BCrN11O, computed with ωB97M-V with the def2-TZVPD basis set.

Properties
- ⟨S²⟩ = 6.011
- highest occupied orbital energy (spin up / spin down) (eV) = -10.334 / -10.996
- charge = +1
- multiplicity = 5
- strongest force on any atom (eV Å⁻¹) = 0.75

The geometry in XYZ format:
```
119
C38H67BCrN11O (ωB97M-V with the def2-TZVPD basis set)
Cr -0.11 -0.13 0.37
N -2.15 -0.16 0.89
C -2.46 -0.86 2.15
C -1.27 -0.80 3.14
N -0.19 0.09 2.67
C 0.22 1.10 3.68
C 1.15 2.14 3.09
N 2.46 1.54 2.85
H -2.28 0.84 1.00
H -2.76 -0.46 0.15
H -2.70 -1.89 1.90
H -3.35 -0.43 2.61
H -0.87 -1.81 3.30
H -1.63 -0.45 4.10
H 0.64 -0.48 2.52
H 0.71 0.60 4.53
H -0.69 1.56 4.07
H 1.18 3.00 3.77
H 0.74 2.49 2.15
H 3.05 1.61 3.68
H 2.95 2.02 2.10
C 1.07 1.59 -4.62
C 0.26 0.75 -3.69
C -0.73 -0.14 -4.00
C -1.20 -0.66 -2.78
N -0.51 -0.10 -1.77
N 0.39 0.77 -2.35
B 1.39 1.65 -1.56
N 2.39 0.78 -0.77
N 2.01 -0.16 0.15
C 3.14 -0.75 0.59
C 4.23 -0.19 -0.07
C 3.73 0.76 -0.93
C 4.48 1.62 -1.89
C 3.30 -1.89 1.59
C 3.64 -3.18 0.84
C 2.09 -2.14 2.49
C 4.48 -1.55 2.52
N 0.65 2.70 -0.70
N -0.47 2.40 0.01
C -0.99 3.57 0.40
C -0.18 4.62 -0.04
C 0.84 4.03 -0.74
C 1.98 4.69 -1.45
C -2.33 3.71 1.10
C -2.61 5.18 1.40
C -2.35 2.95 2.43
C -3.44 3.21 0.16
C -2.35 -1.66 -2.76
C -1.95 -2.86 -3.63
C -2.77 -2.20 -1.39
C -3.57 -0.98 -3.40
H 0.77 1.38 -5.64
H 2.13 1.38 -4.53
H 0.92 2.65 -4.43
H -1.09 -0.38 -4.99
H 2.03 2.25 -2.36
H 5.27 -0.45 0.04
H 5.54 1.40 -1.81
H 4.33 2.68 -1.69
H 4.16 1.44 -2.92
H 2.80 -3.55 0.25
H 3.92 -3.96 1.55
H 4.48 -3.03 0.16
H 1.18 -2.29 1.91
H 1.97 -1.34 3.21
H 2.25 -3.06 3.05
H 5.43 -1.51 1.98
H 4.57 -2.32 3.29
H 4.32 -0.59 3.01
H -0.32 5.68 0.11
H 1.91 5.77 -1.31
H 1.98 4.48 -2.51
H 2.94 4.37 -1.05
H -1.82 5.62 2.02
H -3.55 5.28 1.94
H -2.69 5.77 0.49
H -1.75 3.48 3.18
H -1.93 1.95 2.35
H -3.37 2.88 2.81
H -3.42 3.78 -0.77
H -4.42 3.34 0.62
H -3.32 2.16 -0.12
H -1.12 -3.41 -3.18
H -1.65 -2.56 -4.63
H -2.79 -3.55 -3.73
H -1.96 -2.21 -0.67
H -3.13 -3.22 -1.48
H -3.61 -1.63 -0.98
H -3.37 -0.68 -4.43
H -3.85 -0.09 -2.84
H -4.42 -1.67 -3.40
C -1.66 -9.15 0.03
C -0.85 -8.45 1.11
N -0.04 -7.34 0.58
C 1.40 -7.53 0.51
C 1.82 -8.55 -0.53
C -0.69 -6.19 0.32
O -1.87 -6.02 0.57
C 0.06 -5.04 -0.29
C 0.80 -5.12 -1.46
C 1.32 -3.96 -2.01
C 1.07 -2.75 -1.37
N 0.36 -2.66 -0.25
C -0.12 -3.79 0.27
H -2.23 -9.97 0.47
H -1.02 -9.56 -0.75
H -2.37 -8.46 -0.42
H -0.16 -9.15 1.59
H -1.51 -8.05 1.88
H 1.74 -7.86 1.50
H 1.87 -6.57 0.32
H 1.41 -9.54 -0.31
H 2.91 -8.64 -0.55
H 1.48 -8.27 -1.53
H 0.96 -6.08 -1.95
H 1.89 -3.97 -2.93
H 1.46 -1.82 -1.78
H -0.72 -3.70 1.18
```

A cluster of 2 separate species, C3H6IN3 in total, computed with ωB97M-V with the def2-TZVPD basis set.

Properties
- highest occupied orbital energy (eV) = -8.536
- charge = 0
- strongest force on any atom (eV Å⁻¹) = 4.20

The geometry in XYZ format:
```
13
C3H6IN3 (ωB97M-V with the def2-TZVPD basis set)
C -0.86 -0.23 -0.08
C -0.60 -1.52 -0.20
C -1.91 0.22 0.76
N 3.61 0.53 0.43
N 2.79 0.87 -0.25
N 1.81 1.19 -0.82
I 1.09 -2.30 -0.97
H -0.30 0.54 -0.58
H -1.13 -2.20 0.47
H -1.36 0.63 1.60
H -2.67 -0.57 0.90
H -2.38 1.07 0.31
H 1.90 1.76 -1.57
```

A structure of composition C29H28Br2F3N6O3PtSi, computed with ωB97M-V with the def2-TZVPD basis set.

Properties
- ⟨S²⟩ = 6.050
- highest occupied orbital energy (spin up / spin down) (eV) = -8.667 / -10.220
- charge = +1
- multiplicity = 5
- strongest force on any atom (eV Å⁻¹) = 0.79

The geometry in XYZ format:
```
73
C29H28Br2F3N6O3PtSi (ωB97M-V with the def2-TZVPD basis set)
Pt 0.15 -0.50 0.21
C -2.77 4.14 1.68
C -2.09 3.00 2.39
C -2.50 2.62 3.67
C -1.86 1.56 4.29
C -0.82 0.91 3.63
C -0.50 1.37 2.35
N -1.11 2.38 1.75
N 0.56 0.74 1.64
Si 2.25 0.93 2.28
C 3.42 0.61 0.87
C 2.48 -0.23 3.73
C 2.35 2.71 2.85
H -2.92 4.98 2.35
H -3.74 3.82 1.31
H -2.17 4.46 0.83
H -3.30 3.14 4.16
H -2.15 1.23 5.28
H -0.30 0.08 4.07
H 4.27 0.00 1.19
H 3.81 1.55 0.49
H 2.94 0.09 0.04
H 1.89 -1.14 3.64
H 2.22 0.27 4.67
H 3.53 -0.52 3.79
H 2.33 3.40 2.00
H 3.28 2.87 3.39
H 1.53 2.97 3.51
Br 3.07 -3.89 2.62
C 2.16 -4.12 1.01
C 2.24 -5.29 0.30
C 1.59 -5.41 -0.94
Br 1.86 -7.06 -1.80
C 0.82 -4.39 -1.53
C 0.34 -4.58 -2.90
C -0.02 -3.66 -3.79
C -0.96 -2.21 -2.08
N -0.23 -2.19 -0.97
C 0.62 -3.23 -0.74
C 1.36 -3.06 0.51
O 1.28 -1.95 1.12
H 2.83 -6.11 0.67
H 0.35 -5.59 -3.27
H -0.32 -3.82 -4.81
H -1.78 -1.55 -2.29
C 0.19 2.88 -5.04
N 0.24 1.47 -4.67
C -0.06 0.52 -5.65
C -0.16 -0.82 -5.31
C 0.15 -1.10 -4.01
O -0.10 -2.34 -3.32
N 0.47 -0.20 -3.05
C 0.44 1.06 -3.38
O 0.66 1.98 -2.47
H 0.78 3.03 -5.95
H 0.61 3.48 -4.24
H -0.84 3.19 -5.22
H -0.23 0.90 -6.65
H -0.45 -1.55 -6.05
F -3.40 3.94 -3.71
C -3.45 3.91 -2.36
F -4.73 3.71 -2.02
F -3.10 5.14 -1.93
C -2.55 2.84 -1.81
C -1.25 3.12 -1.59
C -0.30 2.06 -1.20
N -0.89 0.86 -0.80
C -2.22 0.63 -1.01
C -3.07 1.54 -1.54
H -0.85 4.11 -1.74
H 0.45 2.39 -0.48
H -2.58 -0.33 -0.67
H -4.12 1.31 -1.66
```

A cluster of 3 separate species, C5H12O in total, computed with ωB97M-V with the def2-TZVPD basis set.

Properties
- highest occupied orbital energy (eV) = -9.466
- charge = 0
- SMILES string = C=C(C)C.[H][H].C=O
- strongest force on any atom (eV Å⁻¹) = 0.53

The geometry in XYZ format:
```
18
C5H12O (ωB97M-V with the def2-TZVPD basis set)
C -1.34 0.87 -0.84
C -0.84 0.14 0.38
C -1.49 -1.18 0.69
C 0.09 0.67 1.18
C 2.57 0.49 -0.19
O 3.00 -0.63 -0.10
H -0.69 1.70 -1.12
H -2.34 1.28 -0.65
H -1.43 0.19 -1.70
H 0.57 -1.41 -1.39
H -2.52 -1.00 1.02
H -0.97 -1.72 1.48
H -1.55 -1.82 -0.20
H 0.49 1.66 1.00
H 0.46 0.15 2.06
H 2.86 1.28 0.53
H 1.88 0.80 -0.99
H 1.27 -1.49 -1.15
```

The ion C5H9BrN with charge +1, computed with ωB97M-V with the def2-TZVPD basis set.

Properties
- ⟨S²⟩ = 2.005
- highest occupied orbital energy (spin up / spin down) (eV) = -9.766 / -15.408
- charge = +1
- multiplicity = 3
- strongest force on any atom (eV Å⁻¹) = 5.99

The geometry in XYZ format:
```
16
C5H9BrN (ωB97M-V with the def2-TZVPD basis set)
C -0.90 0.95 0.42
C -0.36 -0.84 -1.10
C 1.25 0.32 -0.40
C -0.09 0.72 -0.84
C -0.44 -0.30 1.18
N 0.54 -0.92 0.11
Br 0.55 -0.02 2.90
H -0.58 1.74 1.11
H -1.96 1.04 0.09
H -1.29 -1.11 -0.77
H -0.08 -1.42 -1.91
H 1.75 0.16 -1.36
H 1.91 0.90 0.23
H -0.01 1.52 -1.57
H -1.44 -1.05 1.67
H 1.15 -1.71 0.23
```